56
Properties=species:S:1:pos:R:3:forces:R:3:lowdin_charge:R:1 method="wB97M-V/def2-TZVPD" lumo_energy_ev=0.5537 gap_ev=8.68 energy_ev=-115736.5882 e_above_lowest_kcal_mol=16.9 spin_multiplicity=1 total_charge=0
Br -1.3567 -0.3251 -5.0544 -0.2 0.0 0.0 0.83
S -0.1585 -2.5230 -0.1299 0.2 -0.1 -0.3 0.69
O 0.7391 -3.4271 0.5264 0.3 0.1 -0.1 -0.28
O -1.5607 -2.7758 -0.0298 -0.1 0.3 -0.2 -0.26
O 2.4218 1.3833 1.3545 0.2 0.1 -0.3 0.06
O 1.4040 -1.0719 -5.6115 -0.2 0.0 0.2 -0.13
N 0.1721 -0.9799 0.4704 -0.2 -1.0 0.0 -0.17
N -1.2097 1.1078 4.4293 -0.2 0.1 0.0 -0.22
N 1.1269 0.4039 2.9118 -0.1 0.1 0.3 -0.04
C 2.0003 -2.1774 -3.5220 0.1 0.1 -0.2 0.01
C 0.1336 1.0117 -0.9810 0.1 -0.2 0.1 0.00
C -0.6053 -1.6683 -2.6710 0.0 0.0 -0.3 -0.10
C 1.1433 1.5826 3.7578 -0.1 0.5 0.0 -0.11
C -1.9906 1.9416 -1.6632 0.1 0.0 0.0 -0.28
C 0.2990 -2.3094 -1.8414 -0.1 -0.2 0.7 -0.27
C -0.2920 2.1075 3.9213 0.3 0.0 0.0 -0.16
C -2.7720 2.9082 -2.4971 0.0 0.0 0.0 -0.05
C -0.1864 -1.2679 -3.9196 0.0 0.0 -0.1 -0.58
C 1.1186 -1.5130 -4.3729 -0.2 0.0 0.2 -0.32
C 2.6924 -1.2842 -6.1408 0.3 -0.1 -0.1 -0.07
C 0.2672 -0.6391 3.4281 -0.4 -0.2 0.1 -0.11
C -0.6021 1.9427 -1.6908 -0.1 0.0 0.0 -0.03
C -1.1576 -0.0794 3.6012 0.2 -0.2 0.0 -0.16
C 1.5638 -0.7799 0.8126 0.5 0.1 0.0 -0.11
C 1.7377 0.4416 1.7166 0.1 -0.3 -0.3 -0.44
C -1.0901 0.8534 5.8487 0.0 0.0 -0.1 -0.10
C -2.6277 0.9997 -0.8644 0.1 0.0 0.0 -0.03
C 1.5931 -2.5539 -2.2517 0.0 -0.1 0.1 -0.05
C -0.5154 0.0499 -0.2130 -0.6 0.6 -0.1 -0.29
C -1.9057 0.0696 -0.1406 0.0 0.1 0.0 -0.04
H -2.8427 2.5342 -3.5193 0.0 0.0 -0.1 0.07
H 1.2099 1.0504 -1.0248 0.1 0.0 0.0 0.11
H -1.5442 0.1896 2.6140 0.0 -0.1 0.0 0.11
H -1.6137 -1.4935 -2.3335 -0.1 0.1 -0.1 0.11
H 0.2413 -1.4995 2.7648 0.1 0.0 0.1 0.11
H 1.7771 2.3310 3.2818 0.0 -0.1 0.1 0.12
H 1.8992 -1.6881 1.3171 0.1 0.2 0.0 0.12
H 0.6631 -0.9552 4.4013 0.0 0.0 -0.1 0.13
H 2.2703 -3.0513 -1.5758 0.2 -0.1 0.0 0.12
H -0.2986 2.9701 4.5898 0.0 0.0 0.0 0.12
H -1.8767 0.1602 6.1437 0.0 0.0 0.1 0.09
H 1.5683 1.3177 4.7317 0.0 0.0 0.0 0.12
H -0.0828 2.6767 -2.2896 0.1 0.1 -0.1 0.12
H -3.7799 3.0316 -2.1095 -0.1 0.1 0.0 0.08
H 3.0090 -2.3871 -3.8392 0.1 0.0 0.0 0.11
H 3.4579 -0.7847 -5.5401 0.0 0.0 0.0 0.10
H 2.6713 -0.8467 -7.1371 0.1 0.0 0.1 0.10
H -0.1243 0.4322 6.1600 0.0 0.0 0.1 0.08
H -2.4106 -0.6745 0.4534 -0.1 0.0 0.1 0.11
H -3.7064 0.9890 -0.8090 -0.1 0.0 0.0 0.12
H 2.1968 -0.6268 -0.0720 0.0 0.1 0.2 0.13
H -0.6605 2.4235 2.9400 0.1 0.1 0.0 0.13
H -2.2816 3.8784 -2.5286 0.0 0.1 0.0 0.08
H 2.9212 -2.3512 -6.2168 0.0 0.0 0.0 0.10
H -1.2418 1.7910 6.3821 0.0 0.0 0.1 0.08
H -1.8043 -0.8452 4.0320 0.0 0.0 0.0 0.12

18
Properties=species:S:1:pos:R:3:forces:R:3:lowdin_charge:R:1 method="wB97M-V/def2-TZVPD" lumo_energy_ev=-1.7472 gap_ev=5.32 energy_ev=-8891.6468 e_above_lowest_kcal_mol=231.8 spin_multiplicity=1 total_charge=0
O 3.0765 -0.2438 0.1438 -0.2 0.7 -0.6 -0.09
N 0.4465 0.5090 0.0997 0.0 0.1 -1.0 -0.11
C -1.8377 -0.6048 0.2243 -0.2 0.2 0.2 -0.24
C 0.7812 1.7111 -0.7259 -0.9 -0.7 0.8 -0.08
C -0.5102 -0.4199 -0.5073 -0.6 1.4 -0.7 -0.44
C -0.5485 -1.8246 -0.2379 -1.8 0.8 -1.5 0.17
C -2.4028 0.3763 1.0886 1.2 -2.1 0.7 0.04
H 3.3724 -1.0833 0.4669 0.0 -0.7 0.2 0.01
H 0.1854 -2.5564 -0.6172 0.7 0.0 2.3 0.07
H 1.7669 1.9780 -0.3794 0.5 0.3 -0.8 0.07
H -2.5813 -1.1188 -0.3844 0.2 0.7 -0.9 0.10
H -0.8428 -0.0150 -1.4756 0.1 -0.5 0.0 0.15
H 0.6133 1.4542 -1.7671 0.9 0.0 -0.2 0.08
H -2.1524 0.3642 2.1455 0.0 0.7 -0.1 0.05
H 2.1121 -0.2836 -0.0600 0.5 0.0 0.7 -0.01
H -3.1928 0.9881 0.6725 -0.5 -0.5 0.3 0.05
H 0.1239 2.5706 -0.5736 -0.2 -0.1 0.4 0.08
H 0.0241 0.8536 0.9517 0.2 -0.3 0.2 0.10

18
Properties=species:S:1:pos:R:3:forces:R:3:lowdin_charge:R:1 method="wB97M-V/def2-TZVPD" lumo_energy_ev=-3.8630 gap_ev=9.78 energy_ev=-29996.0109 e_above_lowest_kcal_mol=49.4 spin_multiplicity=1 total_charge=+1
S -0.5801 -1.7937 0.6648 0.6 1.3 -0.8 0.97
P -3.7495 -0.0540 0.2167 1.1 -0.3 2.5 0.90
O -2.1857 0.1181 -0.2914 1.0 0.4 -0.7 -0.36
O -4.5375 0.0199 -0.9564 -1.7 0.2 -2.4 -0.35
N 0.0796 0.5443 -0.4186 -0.8 0.2 -0.5 0.09
C 0.5240 -0.3812 -1.5220 0.9 -0.5 1.1 -0.11
C -1.1731 0.8138 1.7568 4.7 0.6 -0.1 -0.05
C -1.0172 0.0099 0.4756 -1.1 -1.5 0.4 -0.80
C 0.7475 -1.5972 -0.6655 1.6 0.7 3.6 -0.37
H 1.7517 -1.4313 -0.0455 -1.9 -0.4 -1.4 0.14
H 0.9350 0.6513 0.0837 0.5 0.9 1.1 0.16
H -1.3348 1.8850 1.6524 0.1 0.2 -0.7 0.10
H -0.1833 0.7011 2.3590 -1.9 0.1 -0.6 0.14
H 1.5210 -0.1081 -1.9523 -1.0 0.4 0.4 0.16
H -2.0011 0.5125 2.2764 -1.8 -1.4 1.6 0.03
H -0.3752 1.4002 -0.6840 0.6 1.1 -0.8 0.18
H -0.2086 -0.4239 -2.2706 -1.1 -0.3 -0.9 0.12
H 0.8102 -2.5466 -1.0608 0.3 -1.8 -1.6 0.05

33
Properties=species:S:1:pos:R:3:forces:R:3:lowdin_charge:R:1 method="wB97M-V/def2-TZVPD" lumo_energy_ev=4.9802 gap_ev=6.59 energy_ev=-106748.7344 spin_multiplicity=1 total_charge=-2
Co 5.4748 -1.3734 0.1003 3.5 -3.6 -3.5 0.04
Co 6.2081 1.4327 0.2918 0.0 -0.8 -0.6 0.02
O 8.2682 -1.4945 -0.7547 -0.8 0.1 0.4 0.08
O 4.8893 3.5730 1.7595 0.9 -0.2 -0.7 0.06
O -0.3809 -2.1561 0.0412 -0.6 0.0 0.0 -0.02
O 4.2781 -1.6538 -2.5686 1.0 0.1 1.9 0.11
O 0.0989 0.4430 1.3309 -0.4 0.2 0.1 -0.01
O 5.1425 1.9422 -2.3709 0.5 0.1 0.8 0.06
O 5.1707 -4.2557 0.7909 0.1 1.3 -0.4 0.10
O 9.0671 1.9856 0.3942 -0.5 0.1 -0.1 0.03
N -1.9243 -0.5678 0.7989 -1.3 0.1 0.0 0.07
C 4.1152 -0.6207 0.9333 -2.5 1.9 2.8 -0.41
C -1.1325 0.3914 1.2970 1.1 -0.2 -0.1 -0.59
C 7.9309 1.7550 0.3552 1.3 -0.2 0.5 -0.23
C -1.9102 1.5582 1.8831 -0.2 0.3 0.1 -0.06
C 5.5855 1.7533 -1.3171 -1.1 -0.1 -1.5 -0.20
C 4.7769 -1.5456 -1.5256 -1.6 0.3 -2.6 -0.11
C -2.7192 -2.5148 -0.2644 -0.4 -0.3 -0.2 -0.07
C 2.7966 -0.5822 1.1533 0.9 -0.6 -0.3 0.00
C 5.3515 -0.0734 1.3135 -1.1 3.1 2.5 -0.27
C 7.1852 -1.4146 -0.3623 1.6 0.0 -0.4 -0.17
C 5.2970 -3.1295 0.5704 0.0 -0.3 0.7 -0.09
C 5.4851 2.7739 1.1669 -1.1 -1.0 1.0 -0.20
C -1.5236 -1.7128 0.2147 1.2 0.2 0.2 -0.60
H -1.5848 2.4851 1.4036 0.0 0.0 0.0 0.06
H 5.6782 -0.0217 2.3658 -0.3 -0.3 -0.5 0.06
H -3.6352 -1.9574 -0.0510 0.1 -0.2 -0.1 0.05
H -2.9832 1.4153 1.7427 0.1 0.1 0.1 0.05
H -2.7450 -3.4845 0.2416 0.0 0.0 0.0 0.06
H -1.6764 1.6543 2.9473 0.0 0.0 0.0 0.06
H -2.6355 -2.7081 -1.3377 0.0 0.0 0.0 0.06
H 2.3084 0.2766 1.6026 0.1 -0.3 0.2 0.03
H 2.1816 -1.4310 0.8627 -0.3 0.5 -0.4 0.04

56
Properties=species:S:1:pos:R:3:forces:R:3:lowdin_charge:R:1 method="wB97M-V/def2-TZVPD" lumo_energy_ev=0.7639 gap_ev=9.68 energy_ev=-33325.2945 e_above_lowest_kcal_mol=12.4 spin_multiplicity=1 total_charge=0
O 0.8714 -2.3364 -0.6118 0.0 -0.3 -0.4 0.03
O 0.0850 4.3098 -2.0341 0.2 0.1 0.0 0.06
N 1.2259 -0.8535 1.0320 0.3 0.1 0.0 -0.10
N -1.3852 2.6197 -1.7707 -0.2 0.1 -0.1 -0.04
N -0.9124 -2.0239 4.0576 0.0 0.5 0.1 0.11
N 0.9871 1.0155 -2.2875 -0.2 0.2 0.3 0.12
C -0.2023 3.1304 -2.1747 -0.1 0.2 -0.1 -0.40
C -1.0733 -1.6921 0.5861 -0.1 -0.1 -0.2 -0.09
C -1.7772 1.2331 -1.8411 0.3 -0.5 0.1 -0.12
C 0.7737 2.2048 -2.8412 0.5 0.0 -0.3 -0.19
C -1.2482 -4.3299 3.5555 0.1 0.0 0.0 -0.07
C 0.8244 -3.2793 3.0187 -0.1 0.0 0.1 -0.02
C 1.8884 0.2155 -2.8265 0.3 -0.3 -0.2 -0.12
C -2.4308 1.3135 0.5417 0.4 0.1 0.1 -0.16
C 2.4326 1.8096 -4.5096 -0.1 -0.1 0.1 -0.06
C 0.0281 -4.4113 3.0210 0.0 0.0 0.0 -0.06
C 1.4884 2.6529 -3.9484 -0.1 0.0 0.1 0.00
C 1.0980 -0.8222 3.5137 0.0 0.1 -0.2 -0.10
C -1.6645 -3.1097 4.0642 -0.2 -0.3 0.0 -0.15
C 0.3113 -2.0984 3.5478 0.3 -0.1 0.1 -0.31
C -2.0995 2.8058 0.5463 -0.2 -0.1 -0.1 -0.16
C 0.8541 -0.0722 2.1865 -0.1 0.0 0.4 -0.15
C 2.6364 0.5605 -3.9431 0.0 0.1 0.0 -0.05
C -1.8146 -0.9274 -0.5180 0.2 0.2 0.1 -0.14
C -1.5505 0.5787 -0.4726 -0.4 -0.2 -0.2 -0.31
C 2.6362 -0.8132 0.7037 0.1 -0.1 -0.2 -0.03
C 0.4195 -1.6625 0.2988 -0.3 0.0 0.2 -0.48
C -2.2142 3.3879 -0.8648 0.1 0.4 0.3 -0.14
H -3.2518 3.3443 -1.2115 0.0 0.0 0.0 0.13
H -0.1930 0.2183 2.1339 0.0 0.1 0.0 0.10
H -1.3714 -2.7419 0.5382 0.1 0.0 0.1 0.13
H -1.3391 -1.3137 1.5685 0.0 0.0 0.0 0.09
H -1.0766 2.9507 0.9004 0.0 0.1 0.0 0.12
H 3.2440 -1.0025 1.5893 0.0 0.0 0.0 0.09
H 1.8238 -3.3095 2.6135 0.1 0.0 -0.1 0.12
H 3.3588 -0.1277 -4.3535 0.0 -0.1 0.0 0.10
H 1.9955 -0.7458 -2.3419 0.1 -0.1 0.0 0.10
H -1.9012 -5.1882 3.5781 -0.1 -0.1 0.0 0.10
H 3.0003 2.1216 -5.3746 0.0 0.0 0.0 0.11
H -2.7717 3.3427 1.2174 0.0 0.1 0.0 0.11
H 2.8991 0.1638 0.2911 0.0 0.0 0.0 0.09
H -3.4807 1.1753 0.2684 -0.1 -0.1 0.0 0.12
H 2.1612 -1.0376 3.6264 0.0 0.0 0.0 0.11
H -1.8692 4.4227 -0.8885 -0.1 -0.1 0.0 0.12
H -2.8400 1.1933 -2.1075 0.0 0.0 0.0 0.14
H 0.7750 -0.1794 4.3322 0.1 0.0 0.0 0.12
H 0.3965 -5.3404 2.6111 0.0 -0.1 0.0 0.11
H -2.8865 -1.1207 -0.4362 0.0 0.0 0.0 0.12
H -2.6496 -2.9885 4.4963 -0.1 -0.1 0.0 0.10
H 2.8356 -1.5813 -0.0403 0.1 0.1 0.1 0.08
H -2.2980 0.9032 1.5448 -0.1 -0.1 0.1 0.11
H -1.4717 -1.3205 -1.4770 -0.1 -0.1 0.0 0.12
H 1.4565 0.8416 2.1800 -0.1 0.0 0.0 0.13
H 1.2954 3.6378 -4.3429 0.0 0.1 0.0 0.12
H -0.4958 0.7395 -0.2327 0.0 0.1 0.0 0.12
H -1.2048 0.7174 -2.6092 -0.2 0.0 0.1 0.12

33
Properties=species:S:1:pos:R:3:forces:R:3:lowdin_charge:R:1 method="wB97M-V/def2-TZVPD" lumo_energy_ev="1.7590 / 2.1004" gap_ev="3.54 / 4.21" energy_ev=-33956.8102 spin_multiplicity=1 total_charge=-1
In -0.2955 -0.4526 0.2430 -1.6 2.4 1.3 0.87
Cl 0.5994 2.4871 3.2384 -0.1 0.6 0.0 0.72
N -4.0395 -0.3133 0.0167 0.3 -0.5 -0.1 0.03
C 1.1103 1.5477 -0.6596 -0.6 0.4 -0.8 -0.21
C -0.9811 -0.0190 2.3493 0.1 -0.3 -0.1 -0.24
C -0.2068 1.8738 -0.1453 0.2 -0.3 -1.0 -0.28
C 1.5917 -1.7151 4.5342 0.0 0.2 -0.1 -0.11
C 0.6078 -2.1219 -0.4418 0.0 -2.6 -1.6 -0.43
C 0.9682 1.2544 -2.0435 -0.3 0.3 0.6 -0.18
C 2.2665 -0.6206 5.0936 -0.1 0.2 -0.1 -0.12
C 0.5665 -1.5091 3.6172 0.2 0.3 0.6 -0.08
C 0.1556 -0.2035 3.2663 -0.2 0.3 -0.3 -0.34
C -0.4059 1.3600 -2.3885 0.0 0.5 0.5 -0.19
C 0.9168 0.8866 3.7684 0.0 -1.5 0.4 -0.63
C -1.1440 1.7087 -1.2321 0.9 0.6 -0.5 -0.22
C 1.8154 -1.5763 0.1214 0.8 0.0 0.4 -0.25
C 1.9278 0.6826 4.6984 0.2 -0.5 0.1 -0.13
H 2.0375 1.6436 -0.1027 -0.2 -0.1 -0.1 0.09
H -3.7158 -1.2854 -0.1985 -0.1 0.4 0.1 -0.14
H 0.1082 -2.9761 0.0595 0.5 0.4 -0.4 0.04
H 2.4493 1.5458 5.1171 -0.1 -0.3 -0.2 0.09
H 2.1503 -1.8722 1.1078 0.0 -0.2 0.0 0.01
H -2.2044 1.9383 -1.1740 0.2 -0.2 0.0 0.08
H 3.0558 -0.7738 5.8315 -0.2 0.0 -0.2 0.09
H -1.4063 0.9907 2.3283 0.1 -0.4 0.1 0.02
H -0.8079 1.2734 -3.3946 0.0 -0.2 0.2 0.08
H -1.7713 -0.7759 2.4676 0.3 0.3 0.2 0.04
H 0.5015 -2.1813 -1.5432 0.2 -0.2 0.8 0.05
H -0.3983 2.3747 0.7965 0.0 -0.3 -0.2 0.04
H 0.0400 -2.3619 3.1757 0.1 0.3 0.2 0.11
H 2.5667 -1.1456 -0.5377 -0.3 0.1 0.2 0.02
H 1.7820 1.0524 -2.7331 -0.1 -0.2 0.2 0.08
H 1.8614 -2.7333 4.8259 0.0 0.3 -0.1 0.09